Molecular formula: C31H31N8P2SY
Method: DFT, wB97M-V/def2-TZVPD

Geometry (Å):
C1 -1.5467 4.9258 -0.4901
C2 -1.2064 4.4956 -1.8769
C3 -0.2818 -1.8352 5.4236
H1 1.3460 -6.1133 -2.9165
C4 2.2553 -1.2516 1.8105
C5 -3.3404 -0.3621 -2.8002
H2 -0.4204 -3.7580 6.3596
C6 -0.8993 4.8549 -4.1971
C7 -2.2287 1.1098 2.1626
C8 0.0678 1.7672 1.8341
H3 -3.5528 2.6475 2.8461
C9 1.3274 -2.5723 -1.3879
C10 -0.2489 3.0641 2.2299
H4 -6.1139 -2.1505 -1.2611
N1 -3.6114 -0.3837 -0.6675
H5 3.9719 -1.9897 -1.2585
C11 -0.6942 -3.8931 4.2390
C12 -1.2304 5.3635 -2.9473
N2 -0.5795 3.5828 -4.4012
H6 6.2732 1.5971 -1.6044
C13 -0.7530 -3.1926 3.0437
N3 -0.8637 3.2024 -2.0732
C14 -0.5749 2.7987 -3.3364
P1 1.2642 -0.8935 -0.7512
C15 1.5586 -4.0141 -3.3015
H7 0.9426 -5.8152 -0.4984
C16 1.0964 -3.6799 -0.5793
H8 2.0691 1.8678 -0.9855
H9 -0.8456 -4.9639 4.2473
H10 6.1374 -0.8678 -1.5968
N4 -4.4656 -1.0214 -2.5985
H11 1.0960 1.5069 1.5972
H12 -1.7872 4.3789 2.9400
C17 -2.5380 2.4039 2.5599
H13 2.4708 -2.3206 1.7794
C18 5.2439 -0.2764 -1.4501
H14 3.1341 -0.7031 1.4752
C19 1.3361 -5.1197 -2.4891
P2 -0.5587 -1.0002 1.4264
H15 -1.4976 6.4016 -2.8186
C20 2.8691 -0.1507 -1.0742
C21 1.5528 -2.7413 -2.7554
C22 -0.3284 -1.1321 4.2313
C23 1.1063 -4.9533 -1.1314
H16 1.7396 -1.8850 -3.3954
H17 -0.9641 -3.7192 2.1198
H18 -3.0084 0.3570 2.1440
H19 -1.8733 5.9624 -0.4713
C24 4.0239 -0.9079 -1.2594
H20 4.2287 2.9538 -1.2912
H21 -0.8957 5.4963 -5.0712
H22 0.5279 3.8174 2.2675
H23 2.0479 -0.9690 2.8393
C25 5.3197 1.1094 -1.4530
N5 -2.7967 0.0335 -1.6373
C26 -1.5465 3.3769 2.6097
Y1 -0.7472 1.0451 -1.0191
H24 -0.1088 -1.3102 6.3532
S1 -0.1723 1.0948 -3.5437
N6 1.1077 -0.8978 0.9483
N7 -4.5583 -0.9958 -1.2855
H25 -5.3634 -1.9437 0.2214
C27 4.1732 1.8739 -1.2737
C28 2.9556 1.2407 -1.0929
H26 -0.1892 -0.0576 4.2376
H27 0.9246 -3.5599 0.4837
H28 -0.6777 4.8275 0.1606
C29 -0.9123 0.7646 1.8334
H29 1.7423 -4.1429 -4.3595
H30 -2.9062 -0.1667 -3.7663
N8 -5.6662 -1.4899 -0.6336
H31 -2.3472 4.3048 -0.0822
C30 -0.5511 -1.8120 3.0339
C31 -0.4579 -3.2138 5.4255

Charge: +2
Kohn-Sham gap in eV: 7.91
Energy above the lowest of the compared OMol25 structures with the same formula, charge and spin in eV: 0.303

Molecular formula: C31H32BF40O10
Method: DFT, wB97M-V/def2-TZVPD

Geometry (Å):
F1 -4.2592 -5.3190 -7.5553
F2 -1.3548 -3.0323 -8.7089
C1 -6.2329 -2.9404 6.0347
H1 -6.8481 -2.1055 6.3822
C2 -3.9197 -6.9557 -3.4699
H2 -3.4528 -3.6263 -6.2362
H3 -4.4297 -1.9542 -8.0796
H4 -3.1140 -0.9161 4.1456
F3 6.7317 5.0382 2.5841
F4 -4.1680 -3.5176 -9.2699
F5 -2.1591 -7.9000 -2.2185
C3 -4.4307 -3.5328 -1.4123
F6 3.8923 4.7320 2.0458
F7 -4.6452 -3.1285 1.6637
O1 -0.4420 0.0763 1.0177
F8 4.7700 1.1196 4.3426
H5 6.5327 8.7581 -0.7500
C4 1.0757 -1.2790 2.2554
F9 6.0415 10.9394 -1.2443
H6 -1.3570 -1.5736 0.0893
C5 -2.8913 -6.7688 -2.3441
C6 -6.8603 -3.5369 2.4358
F10 -5.0676 -4.7127 -1.5556
O2 -1.9722 -5.7314 -2.6064
F11 6.4430 10.0651 3.0962
F12 -3.4582 -6.5636 -1.1381
C7 7.8491 12.4849 -0.8668
H7 4.2409 -2.1854 3.3632
O3 -7.6794 -4.4048 3.1932
O4 -2.0976 -5.0420 -7.0045
H8 -1.7592 -6.9193 -9.0514
O5 5.8951 3.0205 4.2428
F13 -3.1076 -7.0046 -6.8678
C8 4.8939 2.2480 3.6094
C9 7.5219 9.0485 -0.3849
O6 0.3880 -2.1861 1.3552
F14 4.1986 1.2767 1.5539
F15 6.9834 13.5089 -1.0676
F16 5.9549 11.0800 1.2463
C10 6.2688 9.8780 1.7618
F17 -5.2790 -2.5783 -1.8803
F18 7.3897 11.3386 -2.8743
O7 -2.2395 -2.2601 2.8112
H9 -5.4223 -4.9565 1.6255
C11 5.2482 1.8754 2.1620
F19 -6.9059 -2.3041 2.9781
F20 4.7625 6.6711 1.6380
C12 -5.4293 -4.0648 2.2577
H10 6.3385 4.6612 5.2961
H11 -1.2890 0.9833 3.8609
B1 -0.2261 -1.2373 0.3724
C13 7.3319 11.1998 -1.5303
O8 3.5172 -2.7417 0.5812
H12 5.4107 9.2128 1.6333
C14 5.7393 5.4370 3.4143
C15 -7.1060 -4.1489 5.6751
F21 8.0097 12.3533 0.4633
C16 -3.6582 -2.4071 -8.7081
C17 5.5913 4.3939 4.5448
F22 -2.5370 -2.2627 -1.8990
H13 4.6325 4.4860 5.0632
F23 -7.4484 -3.4270 1.2238
H14 8.1508 8.1735 -0.5657
F24 -3.2881 -3.4992 -3.5118
C18 -2.6411 -6.2742 -9.0610
F25 8.6370 9.9791 1.4732
H15 -2.7303 -2.3613 1.9511
F26 -6.3524 -5.2485 5.4406
C19 7.5323 9.2655 1.1451
H16 -1.7640 -3.3491 -5.9877
H17 1.3109 -1.7355 3.2874
H18 -3.4339 -7.3324 -4.3732
H19 -8.9469 -4.6107 4.7262
C20 3.5799 -1.9458 1.5365
C21 -8.0934 -3.9669 4.5001
H20 -2.0670 -4.7821 -0.7285
F27 -7.8605 -4.4460 6.7772
H21 8.8132 12.7740 -1.2923
H22 -3.0392 -0.2980 2.4143
C22 -0.0053 -0.0767 2.3801
F28 -5.4734 -2.5099 5.0154
F29 -3.4023 -1.5443 -9.7265
C23 -2.4840 -3.6784 -6.7408
F30 7.7046 8.0359 1.7131
O9 8.1127 10.0650 -1.2180
F31 -2.3596 -5.2046 -9.8283
C24 4.4679 5.7912 2.6336
H23 2.4686 -0.1207 0.8239
O10 4.6649 -2.0393 2.4806
C25 -2.4339 -0.8773 3.2092
C26 -2.3795 -2.6640 -7.9018
F32 6.1881 6.5884 4.0004
C27 2.5443 -0.7476 1.7858
F33 -4.8493 -4.3877 3.4262
H24 2.9367 -0.0962 2.6459
H25 3.7295 6.2666 3.2851
F34 3.7121 2.8866 3.7176
F35 5.5829 2.9495 1.4180
H26 6.0898 1.1787 2.1393
F36 -4.8716 -7.8522 -3.1059
C28 -2.0445 -4.5395 -1.7943
C29 -3.0968 -3.4710 -2.1659
H27 -1.0717 -4.0662 -1.9485
C30 -1.0806 -0.1128 3.5625
F37 -5.3801 -3.2653 7.0400
F38 -3.6449 -6.9529 -9.6706
H28 0.6944 0.8342 2.5577
H29 -4.2855 -3.3487 -0.3455
H30 0.4552 -1.3172 -0.6048
H31 -8.5101 -2.9560 4.4688
F39 -2.0038 -1.4734 -7.3484
C31 -3.0398 -5.8867 -7.6292
H32 -0.5956 -0.6008 4.4882
F40 -4.5526 -5.8107 -3.7907

Charge: -1
Kohn-Sham gap in eV: 5.76

Molecular formula: C31H32Br2N5O3V
Method: DFT, wB97M-V/def2-TZVPD

Geometry (Å):
H1 1.6868 -2.0476 1.0230
C1 2.3228 3.3782 0.0216
C2 3.1301 5.5530 -0.7165
C3 -3.6117 -0.8347 0.9627
H2 1.6025 6.8859 -1.4556
C4 0.9852 3.7100 -0.3523
N1 -2.1678 0.7728 -0.2682
C5 -1.4033 -1.4748 0.1530
C6 0.0723 -2.2308 5.9293
H3 -2.5795 1.8984 1.4435
H4 4.3524 4.0337 0.1493
C7 -1.6462 -2.7704 0.6368
N2 -0.2653 -1.0420 -0.4736
H5 1.8560 -3.5029 -3.6804
C8 0.7260 -1.9640 -0.8753
H6 -2.1305 1.6992 -2.1562
C9 2.7566 -3.2039 -0.4379
Br1 -1.8045 4.2922 -3.6641
C10 -2.4778 0.7617 -1.7213
H7 -1.9338 -0.0577 -2.1917
O1 -0.0359 2.9170 -0.2185
H8 -0.8695 -3.5181 0.5314
H9 -3.9294 1.8343 0.2682
H10 3.9453 6.2487 -0.8637
C11 1.8104 -3.1961 -2.6430
H11 3.4878 2.2418 1.4651
C12 0.0871 -1.8251 -4.4761
H12 -2.9850 -4.0756 1.6738
N3 1.9169 0.4072 2.0328
H13 -1.4731 -3.7299 -3.3912
C13 0.5264 -0.6707 3.6697
H14 -0.7083 -1.2764 -4.9861
H15 -4.3862 -0.0912 1.0985
C14 -0.9886 -1.9152 5.0859
H16 -1.9865 -2.2775 5.2949
O2 -0.3439 0.5883 1.8345
C15 0.7813 5.0204 -0.8525
H17 -2.4904 2.8221 -0.0697
C16 -0.0317 3.8809 -3.9872
H18 -3.5566 0.6530 -1.8822
O3 2.8699 -0.6363 4.2857
C17 1.8122 5.9039 -1.0475
H19 0.1837 3.2213 -4.8079
C18 2.8121 -3.5936 -1.7665
H20 -2.3359 -2.1763 -3.4366
H21 -4.7361 -2.3586 1.9829
N4 1.8039 1.2269 0.9130
C19 2.6061 2.2171 0.8227
H22 -1.5538 -0.8860 3.2809
H23 -1.7826 -2.8299 -1.8916
C20 -3.8170 -2.1191 1.4645
H24 2.1868 -2.0354 6.2907
C21 1.3511 -1.7878 5.6490
H25 3.6307 -4.2056 -2.1250
C22 0.6998 0.1391 2.4449
C23 -1.5268 -2.7223 -2.9425
C24 3.3532 4.3167 -0.1659
Br2 1.2556 1.0893 -2.4281
C25 -2.8348 -3.0750 1.2850
C26 -2.4411 -0.5203 0.3101
V1 0.0327 0.9341 -0.1308
H26 3.5296 -3.5073 0.2571
H27 2.8803 -0.1393 3.4212
C27 1.6005 -1.0170 4.5135
N5 -0.2847 -1.9916 -3.0908
H28 0.2280 -2.7809 -5.0113
C28 -0.7536 -1.1392 3.9659
H29 -0.2367 5.2888 -1.1060
C29 0.7541 -2.3980 -2.2145
C30 -2.8433 1.9008 0.3875
H30 0.7012 4.2516 -3.2934
H31 0.9987 -1.2330 -4.5345
C31 1.7165 -2.3945 -0.0029
H32 -0.1012 -2.8367 6.8106

2S+1: 4
Charge: -1
Kohn-Sham gap (alpha / beta) in eV: 7.07 / 7.17
⟨S²⟩: 3.769

Molecular formula: C31H32F5N3O2PRuSSe2
Method: DFT, wB97M-V/def2-TZVPD

Geometry (Å):
C1 -3.1921 0.1039 -0.3007
H1 3.5688 -2.1003 -2.1660
H2 -1.1465 0.7121 2.3903
H3 -0.0955 -2.8058 2.3648
C2 -1.0100 4.0355 1.9347
C3 3.3843 3.2565 2.6706
H4 4.8040 0.2799 0.9661
C4 -0.2017 -2.6767 -1.2466
H5 4.5883 -2.9923 1.4598
C5 1.0799 -0.9350 2.1486
N1 0.7193 -2.1281 -0.7744
H6 3.6438 -1.8993 2.5068
H7 -7.9187 0.1866 -0.9414
C6 2.9256 -1.5575 -5.0237
S1 1.3863 -0.4724 4.6873
C7 -3.0615 1.8239 -2.1795
C8 -5.9509 0.4587 -0.1344
H8 5.6402 -0.9928 0.0541
H9 -2.6716 -2.3647 0.9389
H10 -5.8855 -1.0407 1.3901
O1 -1.0126 -0.4866 0.4305
H11 -2.0153 4.2398 2.3048
F1 3.8706 -0.1417 -3.4393
H12 -3.7266 2.5296 -2.6751
H13 -1.2912 0.3380 -1.3617
C9 3.6293 -2.4880 1.5905
C10 -7.4425 0.6339 -0.0664
H14 2.8204 -3.3703 -1.1920
C11 2.2685 1.1434 2.5230
C12 1.6268 -0.0400 3.0337
C13 0.4231 -1.9898 2.8521
H15 3.8261 4.1491 0.7511
H16 2.7918 2.0880 4.3753
H17 4.7189 0.2580 -0.8113
C14 0.5541 -1.7983 -5.1652
P1 3.2860 -1.4321 0.1504
C15 2.8316 2.2729 0.5741
H18 -0.8206 4.6132 1.0350
H19 2.8068 2.2662 -0.5089
F2 4.1507 -1.8695 -5.4597
C16 -3.9295 -0.6498 0.6303
Se1 -1.6036 -3.4941 -1.9494
C17 1.5099 -0.3348 -3.4781
C18 -5.3031 -0.4537 0.6880
H20 -0.2948 4.3346 2.7042
H21 4.5700 -3.0448 -1.0474
H22 3.8151 4.0583 3.2571
H23 -1.7658 2.0123 3.3654
C19 2.8182 2.1652 3.2962
Ru1 1.2404 -0.3811 0.2106
C20 -3.8304 1.0192 -1.1606
C21 -1.7486 -0.0240 -0.4379
C22 4.7517 -0.3604 0.0864
C23 0.5129 -1.8684 4.2066
N2 -1.3206 1.6976 2.5233
N3 2.2826 1.2074 1.1687
C24 3.5860 -2.5989 -1.2021
C25 0.4175 -0.9083 -4.1152
H24 -4.0822 -2.2700 2.0124
H25 -7.8590 0.1588 0.8212
C26 1.8170 -2.1295 -5.6183
H26 -2.6687 -1.2404 2.2841
C27 -0.8156 2.5717 1.6234
C28 2.7571 -0.6695 -3.9783
H27 0.1169 -2.5339 4.9592
H28 -7.7144 1.6901 -0.0524
C29 -3.3036 -1.6891 1.5184
H29 2.8362 -3.2306 1.6755
O2 -0.2206 2.1947 0.6229
Se2 1.2692 0.9022 -2.0496
C30 3.3955 3.3123 1.2826
H30 -2.6221 1.1813 -2.9455
F3 -0.5173 -2.3293 -5.7520
C31 -5.1997 1.1907 -1.0492
F4 1.9661 -2.9865 -6.6277
H31 -5.6980 1.9042 -1.6972
F5 -0.8254 -0.5952 -3.7341
H32 -2.2412 2.3843 -1.7279

2S+1: 2
Charge: 0
Kohn-Sham gap (alpha / beta) in eV: 7.22 / 6.42
⟨S²⟩: 0.756
Energy above the lowest of the compared OMol25 structures with the same formula, charge and spin in eV: 0.590

Number 1: F_max 0.7 eV/A. Number 2: F_max 4.6 eV/A. Number 3: F_max 0.6 eV/A. Number 4: F_max 1.4 eV/A.